No. 1
This record from OMol25 describes one molecule with the formula C22H22N6O2 in a non-equilibrium geometry. The level of theory is ωB97M-V/def2-TZVPD.

```
52
Properties=species:S:1:pos:R:3:mulliken_charge:R:1
C 1.2265 2.6222 2.6894 -0.782
O 0.2850 2.6989 1.6366 -0.436
C 0.6718 2.3089 0.3931 0.269
C 1.9629 1.9153 0.0588 -0.410
C 2.2618 1.5300 -1.2363 -0.453
C 1.2833 1.5351 -2.2113 -0.983
C -0.0017 1.9358 -1.8839 -0.212
C -0.3245 2.3258 -0.5962 0.914
C -1.7193 2.7819 -0.2269 -1.071
N -2.7605 2.1777 -1.0253 -0.168
C -3.0682 0.8675 -0.8806 0.438
C -3.9077 0.2240 -1.8556 -0.486
C -4.2277 -1.0857 -1.7134 -0.701
C -3.7211 -1.7624 -0.5836 0.582
N -3.8150 -3.0059 -0.1608 -0.758
N -3.1345 -3.0976 0.9744 -0.515
C -2.6139 -1.9283 1.2785 0.593
C -1.8186 -1.6393 2.5012 -0.659
C -0.6636 -0.6734 2.2439 -0.550
N 0.2366 -1.1914 1.2394 0.268
C 1.5703 -1.0104 1.2893 0.309
O 2.1214 -0.4554 2.2271 -0.745
C 2.3343 -1.5442 0.1255 0.801
C 1.7931 -1.6433 -1.1526 -0.357
C 2.5679 -2.1109 -2.1986 -0.835
C 3.8838 -2.4849 -1.9814 -0.424
C 4.4319 -2.3784 -0.7139 -0.633
C 3.6626 -1.9041 0.3316 -0.396
N -2.9514 -1.0334 0.3121 0.451
N -2.6065 0.2488 0.1798 -0.715
H 0.6748 2.8877 3.5897 0.268
H 2.0417 3.3369 2.5418 0.345
H 1.6337 1.6127 2.7894 0.256
H 2.7382 1.8907 0.8061 0.335
H 3.2674 1.2202 -1.4776 0.418
H 1.5156 1.2318 -3.2207 0.398
H -0.7639 1.9411 -2.6507 0.333
H -1.7960 3.8676 -0.3351 0.403
H -1.9035 2.5278 0.8190 0.444
H -2.9605 2.5952 -1.9198 0.307
H -4.2631 0.8033 -2.6938 0.362
H -4.8406 -1.6247 -2.4164 0.450
H -1.4531 -2.5937 2.8835 0.289
H -2.4752 -1.2002 3.2577 0.359
H -1.0588 0.2951 1.9181 -0.097
H -0.0784 -0.5292 3.1554 0.516
H -0.1762 -1.6648 0.4528 0.270
H 0.7798 -1.3233 -1.3504 0.316
H 2.1439 -2.1799 -3.1897 0.414
H 4.4827 -2.8517 -2.8020 0.408
H 5.4597 -2.6622 -0.5428 0.409
H 4.0732 -1.8036 1.3251 0.464
```

Computed properties:
SMILES: COc1ccccc1CNc1ccc2nnc(CCNC(=O)c3ccccc3)n2n1
Highest occupied orbital energy, eV: -8.45
Strongest force on any atom, Eh/bohr: 0.029
Energy, eV: -36206.5505
Net charge: 0
2S+1: 1
Energy above the lowest of the compared OMol25 structures with the same formula, charge and spin, kJ/mol: 0.0


No. 2
This record from OMol25 describes a 5-piece molecular cluster, C24H19Cl12F9O3S overall in a non-equilibrium geometry. The level of theory is ωB97M-V/def2-TZVPD.

```
68
Properties=species:S:1:pos:R:3:mulliken_charge:R:1
C 4.4450 -2.8886 1.5842 -1.505
C 4.5457 -2.4440 0.1122 0.456
C 3.5796 -1.3081 -0.1827 0.711
C 3.1529 -0.4290 0.8041 -0.815
C 2.2243 0.5548 0.4989 0.483
C 1.7545 0.6704 -0.8075 1.283
C 2.2097 -0.1544 -1.8172 -1.194
C 3.1213 -1.1502 -1.4930 -0.076
O 3.5880 -2.0089 -2.4652 -0.592
C 0.7257 1.7243 -1.0744 -0.530
O 0.7027 2.3791 -2.0932 -0.570
C -0.2656 1.8696 0.0376 0.362
C -1.6071 2.0719 -0.2258 0.087
C -2.5042 2.1482 0.8374 0.835
C -3.9901 2.3161 0.5662 -0.658
C -4.4143 1.3275 -0.5370 -1.147
C -5.8335 0.7714 -0.4022 0.684
F -6.2334 0.3802 -1.6351 -0.308
F -6.6429 1.7477 0.0571 -0.307
C -5.8129 -0.4270 0.5904 0.618
F -5.7404 0.1064 1.8247 -0.320
F -4.7080 -1.1567 0.4320 -0.231
S -7.3182 -1.5950 0.5705 1.401
F -6.8855 -2.0927 -0.8723 -0.288
F -6.4356 -2.7536 1.2208 -0.313
F -7.7670 -1.1710 2.0296 -0.295
F -8.2391 -0.4599 -0.0298 -0.297
F -8.5369 -2.5927 0.5094 -0.284
C -2.0197 2.0627 2.1344 -1.091
C -0.6713 1.8673 2.4053 -1.265
C 0.2092 1.7617 1.3458 0.820
C 1.6701 1.4887 1.5239 -0.690
O 2.3389 1.9819 2.4063 -0.592
H 3.4047 -2.8585 1.9078 0.444
H 5.0507 -2.2352 2.2116 0.232
H 4.7757 -3.9208 1.6778 0.434
H 5.5661 -2.1677 -0.1586 -0.111
H 4.2101 -3.2775 -0.5044 0.337
H 3.5022 -0.5315 1.8216 0.414
H 1.8315 -0.0234 -2.8228 0.507
H 2.8328 -2.4946 -2.8137 0.325
H -1.9254 2.1438 -1.2574 0.756
H -4.1268 3.3377 0.2152 0.042
H -4.5143 2.1642 1.5055 0.457
H -4.4530 1.8900 -1.4737 0.232
H -3.6945 0.5299 -0.6916 0.659
H -2.7002 2.1121 2.9765 0.396
H -0.3163 1.7810 3.4231 0.498
Cl -1.4436 4.4789 -2.8328 -0.009
C -3.0090 5.2425 -3.0706 -0.091
Cl -4.0360 4.2584 -4.1180 -0.132
Cl -3.8101 5.5402 -1.5226 -0.113
H -2.8558 6.1991 -3.5520 0.389
Cl 8.1061 -1.8436 -0.0583 -0.075
C 8.5319 -3.5462 -0.2880 -0.072
Cl 7.4590 -4.6015 0.6249 -0.100
Cl 8.5173 -3.9630 -1.9991 -0.122
H 9.5367 -3.6863 0.0869 0.362
Cl -0.7236 -4.4459 -0.6834 -0.137
C -1.9024 -3.5732 0.2992 0.046
Cl -2.0640 -4.3147 1.8893 -0.129
Cl -1.4587 -1.8726 0.4434 -0.030
H -2.8621 -3.6295 -0.1975 0.229
Cl 7.3740 1.7116 1.8498 -0.135
C 6.8324 1.6571 0.1710 0.268
Cl 5.0885 1.4111 0.0880 -0.009
Cl 7.3240 3.1165 -0.6945 -0.146
H 7.3106 0.8135 -0.3079 0.012
```

Computed properties:
SMILES: CCc1cc2c(cc1O)C(=O)c1cc(CCC(F)(F)C(F)(F)S(F)(F)(F)(F)F)ccc1C2=O.ClC(Cl)Cl.ClC(Cl)Cl.ClC(Cl)Cl.ClC(Cl)Cl
Highest occupied orbital energy, eV: -9.16
Strongest force on any atom, Eh/bohr: 0.031
Energy, eV: -216899.1568
Net charge: 0
2S+1: 1